No. 1
This record from the Open Molecules 2025 dataset describes C10H18Cl2DyO as an isolated structure in a non-equilibrium geometry. The level of theory is the ωB97M-V functional and the def2-TZVPD basis.

Element x y z (Å)
Dy -1.849 -1.216 -0.265
Cl -2.249 -0.557 2.179
Cl -1.208 -2.776 -2.123
C -3.496 -2.507 0.272
H -3.781 -3.401 -0.317
H -4.228 -2.300 1.086
C 0.816 1.378 -1.758
C -0.411 1.032 -1.475
H 1.378 0.822 -2.529
C -1.248 1.774 -0.455
H -0.971 0.301 -2.097
C -0.781 3.263 -0.351
H -2.331 1.756 -0.708
H -1.175 1.309 0.549
C 0.734 3.459 -0.229
H -1.066 3.754 -1.292
H -1.327 3.768 0.457
C 1.582 2.443 -1.028
H 0.934 4.455 -0.616
H 1.049 3.476 0.819
H 2.179 3.022 -1.749
H 2.317 1.977 -0.359
C 2.656 -1.993 0.887
C 1.169 -2.124 0.901
C 0.560 -3.251 1.672
O 0.425 -1.315 0.304
H 3.060 -2.546 1.743
H 2.983 -0.955 0.941
H 3.071 -2.450 -0.018
H -0.214 -2.864 2.353
H 0.092 -3.956 0.967
H 1.334 -3.778 2.240

Output
* charge: -1
* multiplicity: 6
* ΔE to the lowest compared entry with this formula, charge and spin: 60.5 kJ/mol
* orbital gap (spin up / spin down): 3.8 / 3.8 eV

No. 2
This record from the Open Molecules 2025 dataset describes a 2-piece molecular cluster, C10H18Cl4IO5P overall in a non-equilibrium geometry. The level of theory is the ωB97M-V functional and the def2-TZVPD basis.

Element x y z (Å)
C -0.028 2.337 3.696
C -0.256 0.882 2.915
Cl 0.958 0.891 1.484
C -1.830 0.862 2.446
C -2.157 -0.129 1.176
O -1.941 -1.560 1.435
C -0.932 -2.148 0.540
C -1.348 -2.151 -1.055
O -0.095 -2.110 -1.823
C -0.027 -0.953 -2.730
C 0.654 0.395 -2.091
C 2.245 0.253 -1.709
O 2.980 1.399 -1.671
I 3.318 -1.598 -1.248
P -0.762 -4.026 1.028
O 0.824 -4.620 0.612
O -1.161 -4.279 2.704
H 0.053 2.219 4.863
H 1.032 2.753 3.341
H -0.808 3.158 3.377
H -0.031 0.008 3.686
H -2.564 0.693 3.372
H -2.082 1.966 2.069
H -1.585 0.303 0.250
H -3.317 0.015 0.937
H 0.147 -1.705 0.664
H -2.110 -1.303 -1.355
H -1.863 -3.198 -1.261
H 0.606 -1.285 -3.664
H -1.088 -0.618 -3.160
H 0.594 1.232 -2.939
H 0.006 0.837 -1.193
H 0.801 -4.875 -0.377
H -1.356 -5.273 2.830
Cl 1.793 3.628 -4.788
C 2.675 4.235 -3.376
Cl 3.945 5.366 -3.876
Cl 1.565 5.011 -2.235
H 3.148 3.387 -2.875

Output
* SMILES string: C[C@H](Cl)CCO[C@H](COCCC(=O)I)P(O)O.ClC(Cl)Cl
* orbital gap: 7.7 eV

No. 3
This record from the Open Molecules 2025 dataset describes a 5-piece molecular cluster, C10H18Cl6N2 overall in a non-equilibrium geometry. The level of theory is the ωB97M-V functional and the def2-TZVPD basis.

Element x y z (Å)
Cl -3.661 3.283 3.381
C -2.739 3.145 1.848
C -3.381 3.865 0.716
Cl -5.016 3.194 0.343
H -2.670 2.066 1.725
H -1.705 3.438 2.035
H -2.789 3.696 -0.186
H -3.488 4.941 0.813
Cl 0.561 -3.905 -1.676
C 1.517 -3.814 -3.163
C 2.769 -2.976 -2.966
Cl 3.866 -3.754 -1.811
H 0.896 -3.496 -4.000
H 1.789 -4.834 -3.444
H 2.488 -1.983 -2.623
H 3.335 -2.867 -3.888
Cl 0.222 -3.583 1.955
C -0.055 -2.523 3.384
C 1.241 -2.338 4.124
Cl 0.970 -1.269 5.535
H -0.880 -2.958 3.941
H -0.450 -1.585 2.994
H 2.000 -1.856 3.514
H 1.647 -3.277 4.489
C -0.180 3.002 -2.576
C 0.645 4.086 -3.090
N 1.301 4.924 -3.516
H 0.335 2.127 -2.189
H -0.927 2.717 -3.313
H -0.718 3.362 -1.694
C 0.993 -0.314 -0.051
C -0.379 0.204 -0.186
N -1.447 0.600 -0.303
H 1.013 -1.108 0.688
H 1.636 0.522 0.210
H 1.261 -0.731 -1.020

Output
* SMILES string: ClCCCl.ClCCCl.ClCCCl.CC#N.CC#N
* ΔE to the lowest compared entry with this formula, charge and spin: 0.0 kJ/mol
* orbital gap: 10.6 eV

No. 4
This record from the Open Molecules 2025 dataset describes C10H18ClIN2OPPr as an isolated structure in a non-equilibrium geometry. The level of theory is the ωB97M-V functional and the def2-TZVPD basis.

Element x y z (Å)
C -2.151 0.776 0.257
I -2.194 -1.485 1.846
H -1.056 0.769 0.267
H -2.571 0.574 1.239
H -2.524 1.752 -0.031
Pr 2.392 -1.310 -0.140
P -1.558 -0.722 -2.185
C -2.275 -2.273 -2.776
C -1.807 0.540 -3.476
H 0.611 -0.075 -1.182
H 0.710 -0.901 -2.751
H 0.329 -1.938 -1.315
C 0.191 -0.929 -1.785
H -1.002 1.293 -3.438
H -1.803 0.081 -4.484
H -1.928 -2.489 -3.798
H -3.369 -2.195 -2.746
H -2.770 1.067 -3.348
H -1.963 -3.047 -2.080
C -2.682 -0.234 -0.758
O -3.917 -0.476 -0.911
Cl 3.729 -0.004 -1.684
N 2.748 2.097 0.887
C 2.398 1.374 1.953
C 2.040 1.876 3.207
C 1.646 0.986 4.195
C 1.666 -0.383 3.930
C 2.041 -0.851 2.697
N 2.399 0.021 1.698
H 3.116 1.703 0.040
H 2.771 3.114 0.984
H 2.025 2.957 3.320
H 1.334 1.370 5.171
H 1.344 -1.090 4.705
H 2.078 -1.949 2.491

Output
* charge: +2
* multiplicity: 3
* ΔE to the lowest compared entry with this formula, charge and spin: 408.8 kJ/mol
* orbital gap (spin up / spin down): 3.2 / 4.1 eV

No. 5
This record from the Open Molecules 2025 dataset describes a 2-piece molecular cluster, C10H18F4N2O4 overall in a non-equilibrium geometry. The level of theory is the ωB97M-V functional and the def2-TZVPD basis.

Element x y z (Å)
C -3.956 0.036 0.220
C -2.677 0.950 0.297
C -1.592 0.280 1.205
C -0.118 0.705 0.903
C -0.122 2.236 0.561
N 0.608 -0.176 -0.100
C 1.779 0.606 -0.671
C -0.220 -0.659 -1.216
O 0.629 -1.433 -2.100
C 0.025 -1.668 -3.278
F -1.208 -2.163 -3.164
F 0.751 -2.591 -3.900
F -0.021 -0.596 -4.066
C 1.233 -1.282 0.680
O 0.732 -2.335 0.661
N 2.391 -1.040 1.481
C 3.607 -1.483 0.856
O 4.361 -0.722 0.446
F 3.879 -2.787 0.695
H -3.777 -0.921 0.746
H -4.828 0.493 0.716
H -4.255 -0.188 -0.818
H -3.004 1.918 0.715
H -2.294 1.180 -0.715
H -1.700 -0.818 1.068
H -1.857 0.461 2.261
H 0.454 0.597 1.881
H -0.884 2.772 1.147
H 0.847 2.642 0.925
H -0.227 2.473 -0.514
H 2.323 1.116 0.152
H 2.515 -0.073 -1.137
H 1.457 1.300 -1.459
H -0.586 0.197 -1.808
H -1.026 -1.338 -0.905
H 2.322 -1.547 2.367
O 1.832 1.885 2.662
H 2.612 1.975 3.207

Output
* ΔE to the lowest compared entry with this formula, charge and spin: 110.4 kJ/mol
* orbital gap: 6.1 eV

No. 6
This record from the Open Molecules 2025 dataset describes one molecule with the formula C10H18N2O3 in a non-equilibrium geometry. The level of theory is the ωB97M-V functional and the def2-TZVPD basis.

Element x y z (Å)
C -1.693 -2.579 -1.530
C -0.259 -2.368 -0.975
C 0.136 -3.627 -0.125
C 0.002 -1.145 -0.120
N -0.835 -1.046 1.115
C -0.041 0.110 -0.976
O -0.549 -0.004 -2.070
N 0.464 1.164 -0.298
C 0.385 2.430 -1.122
C 1.600 3.009 -0.541
C 1.271 2.898 0.954
C 0.854 1.403 1.055
C -0.311 1.378 2.089
O -0.197 1.105 3.289
O -1.474 1.833 1.495
H -2.214 -3.130 -0.633
H -2.176 -1.581 -1.754
H -1.792 -3.283 -2.469
H 0.494 -2.230 -1.762
H 1.352 -3.662 0.062
H -0.306 -4.458 -0.674
H -0.338 -3.420 0.914
H 0.989 -1.086 0.190
H -1.785 -1.511 0.794
H -0.210 -1.651 1.836
H -0.516 3.145 -0.984
H 0.607 2.243 -2.158
H 2.544 2.515 -0.646
H 1.612 4.073 -1.152
H 2.239 3.027 1.446
H 0.504 3.772 1.174
H 1.681 0.735 1.382
H -2.038 1.941 2.193

Output
* SMILES string: CC(C)[C@H](N)C(=O)N1CCC[C@H]1C(=O)O
* ΔE to the lowest compared entry with this formula, charge and spin: 367.1 kJ/mol
* orbital gap: 9.7 eV

No. 7
This record from the Open Molecules 2025 dataset describes a 2-piece molecular cluster, C10H18N3 overall in a non-equilibrium geometry. The level of theory is the ωB97M-V functional and the def2-TZVPD basis.

Element x y z (Å)
C -2.692 -0.843 0.307
C -1.749 3.381 0.378
C -1.122 2.588 1.326
C -2.499 2.805 -0.624
C -1.424 1.226 1.327
C -2.744 1.452 -0.621
C -2.235 0.599 0.379
H -1.425 4.417 0.336
H -0.651 3.091 2.166
H -2.717 3.362 -1.539
H -1.191 0.793 2.296
H -3.255 1.042 -1.504
H -1.722 -1.306 -0.149
H -3.376 -1.195 -0.448
H -2.814 -1.225 1.312
C 3.049 -0.427 -0.832
C 2.667 0.478 0.405
C 1.463 -2.238 -0.517
N 1.899 -1.225 -1.245
N 1.760 -2.424 0.772
N 0.430 -2.935 -1.147
H 3.457 0.318 -1.510
H 3.954 -0.994 -0.567
H 2.250 1.442 0.124
H 3.658 0.470 0.898
H 1.330 -0.878 -2.005
H 1.315 -1.714 1.347
H 1.511 -3.320 1.179
H 0.488 -2.842 -2.153
H 0.294 -3.906 -0.895
H 2.091 0.007 1.204

Output
* charge: +1
* ΔE to the lowest compared entry with this formula, charge and spin: 244.1 kJ/mol
* orbital gap: 7.7 eV

No. 8
This record from the Open Molecules 2025 dataset describes an isolated ion of composition C10H18N3O and charge +1 in a non-equilibrium geometry. The level of theory is the ωB97M-V functional and the def2-TZVPD basis.

Element x y z (Å)
C 1.619 2.290 -0.335
C 0.971 1.245 0.703
C 0.400 1.842 1.931
O -0.122 0.670 -0.027
C -0.018 -0.747 -0.277
N -1.076 -0.948 -1.467
C -2.283 -0.405 -1.582
N -3.074 -0.650 -2.650
N -2.752 0.287 -0.595
C 1.266 -1.073 -1.018
C 2.084 -2.036 -0.627
C 1.849 -2.745 0.560
C 0.739 -2.626 1.314
C -0.361 -1.701 0.847
H 1.147 3.243 -0.208
H 2.588 2.495 -0.191
H 1.487 1.763 -1.310
H 1.759 0.549 0.803
H -0.523 2.300 1.644
H 1.054 2.498 2.473
H 0.099 1.122 2.588
H -0.710 -1.245 -2.342
H -4.011 -0.135 -2.677
H -2.691 -1.358 -3.209
H -3.588 0.831 -0.704
H -2.065 0.491 0.086
H 1.297 -0.449 -1.873
H 3.148 -2.242 -1.154
H 2.686 -3.351 0.893
H 0.580 -3.217 2.133
H -1.259 -2.153 0.536
H -0.780 -1.066 1.642

Output
* charge: +1
* SMILES string: CC(C)O[C@@]1([NH+]=C(N)N)C=CC=CC1
* ΔE to the lowest compared entry with this formula, charge and spin: 306.3 kJ/mol
* orbital gap: 9.4 eV

What did the sixth record say?
This record from the Open Molecules 2025 dataset describes one molecule with the formula C10H18N2O3 in a non-equilibrium geometry. The level of theory is the ωB97M-V functional and the def2-TZVPD basis.

Element x y z (Å)
C -1.693 -2.579 -1.530
C -0.259 -2.368 -0.975
C 0.136 -3.627 -0.125
C 0.002 -1.145 -0.120
N -0.835 -1.046 1.115
C -0.041 0.110 -0.976
O -0.549 -0.004 -2.070
N 0.464 1.164 -0.298
C 0.385 2.430 -1.122
C 1.600 3.009 -0.541
C 1.271 2.898 0.954
C 0.854 1.403 1.055
C -0.311 1.378 2.089
O -0.197 1.105 3.289
O -1.474 1.833 1.495
H -2.214 -3.130 -0.633
H -2.176 -1.581 -1.754
H -1.792 -3.283 -2.469
H 0.494 -2.230 -1.762
H 1.352 -3.662 0.062
H -0.306 -4.458 -0.674
H -0.338 -3.420 0.914
H 0.989 -1.086 0.190
H -1.785 -1.511 0.794
H -0.210 -1.651 1.836
H -0.516 3.145 -0.984
H 0.607 2.243 -2.158
H 2.544 2.515 -0.646
H 1.612 4.073 -1.152
H 2.239 3.027 1.446
H 0.504 3.772 1.174
H 1.681 0.735 1.382
H -2.038 1.941 2.193

Output
* SMILES string: CC(C)[C@H](N)C(=O)N1CCC[C@H]1C(=O)O
* ΔE to the lowest compared entry with this formula, charge and spin: 367.1 kJ/mol
* orbital gap: 9.7 eV